2 unconnected molecules or ions with the total composition C2H2N2O3 at a distorted geometry, computed with ωB97M-V/def2-TZVPD.

Orbital gap (spin up / spin down), eV: 7.79 / 5.30
Charge: -2
Highest occupied orbital energy (spin up / spin down), eV: -0.8 / 1.7
LUMO (spin up / spin down), eV: 7.02 / 7.04

Geometry as XYZ:
```
9
C2H2N2O3 ωB97M-V/def2-TZVPD
O 2.45 -1.52 -0.20
O -4.31 -0.44 0.22
O 3.22 0.51 0.37
N -2.21 0.26 -0.42
N -3.23 0.20 0.14
C 0.93 0.25 0.01
C 2.28 -0.29 0.07
H 0.78 1.30 0.24
H 0.11 -0.27 -0.44
```



3 unconnected molecules or ions with the total composition C2H2N2O3 at a distorted geometry, computed with ωB97M-V/def2-TZVPD.

Orbital gap (spin up / spin down), eV: 3.79 / 7.63
Multiplicity: 3
Charge: -2
Highest occupied orbital energy (spin up / spin down), eV: 3.4 / -0.4
LUMO (spin up / spin down), eV: 7.23 / 7.18
Expectation value of S²: 2.0080

Geometry as XYZ:
```
9
C2H2N2O3 ωB97M-V/def2-TZVPD
O -2.47 2.01 -0.97
O 3.35 1.56 0.59
O -2.64 0.66 0.83
N 1.52 0.79 -0.18
N 2.79 0.75 -0.28
C -2.40 1.66 0.19
C 0.35 0.93 0.02
H -2.21 2.85 1.07
H -0.16 0.19 0.74
```



A single C2H2N2O3 molecule at a distorted geometry, computed with ωB97M-V/def2-TZVPD.

Orbital gap, eV: 9.89
SMILES string: O/N=c1/ocno1
Charge: 0
Highest occupied orbital energy, eV: -9.2
LUMO, eV: 0.69

Geometry as XYZ:
```
9
C2H2N2O3 ωB97M-V/def2-TZVPD
O -2.37 0.51 0.08
O 0.76 -1.00 -0.06
O 0.24 1.15 -0.11
N 1.69 1.04 -0.09
N -1.47 -0.55 -0.20
C -0.26 -0.14 -0.10
C 1.82 -0.22 0.04
H -3.16 0.04 0.13
H 2.74 -0.82 0.31
```



A single C2H2N2O3 molecule at a distorted geometry, computed with ωB97M-V/def2-TZVPD.

Orbital gap (spin up / spin down), eV: 9.02 / 7.54
Multiplicity: 3
Charge: 0
Highest occupied orbital energy (spin up / spin down), eV: -8.7 / -11.9
LUMO (spin up / spin down), eV: 0.36 / -4.36
Expectation value of S²: 2.0109

Geometry as XYZ:
```
9
C2H2N2O3 ωB97M-V/def2-TZVPD
O 0.92 1.30 0.25
O 1.07 -1.25 0.99
O 0.24 -1.94 -0.79
N -2.64 0.40 0.25
N 0.49 -1.02 -0.04
C 0.17 0.35 -0.38
C -1.56 0.43 -0.07
H 0.13 0.49 -1.38
H 1.18 1.24 1.18
```



A single C2H2N2O4 molecule at a distorted geometry, computed with ωB97M-V/def2-TZVPD.

Orbital gap, eV: 11.17
SMILES string: O=C1NOC(=O)ON1
Charge: 0
Highest occupied orbital energy, eV: -10.6
LUMO, eV: 0.55

Geometry as XYZ:
```
10
C2H2N2O4 ωB97M-V/def2-TZVPD
O -0.89 1.13 0.34
O -2.83 -0.06 -0.04
O 2.41 0.01 -0.01
O -0.84 -1.03 -0.29
N 0.43 -1.06 0.31
N 0.39 1.06 -0.27
C 1.21 -0.02 -0.01
C -1.62 0.00 0.02
H 0.87 -1.98 0.27
H 0.88 1.94 -0.32
```



A molecular structure, C2H2N2OP2 at a distorted geometry, computed with ωB97M-V/def2-TZVPD.

Orbital gap, eV: 7.44
Charge: 0
Highest occupied orbital energy, eV: -8.6
LUMO, eV: -1.14

Geometry as XYZ:
```
9
C2H2N2OP2 ωB97M-V/def2-TZVPD
P 0.70 0.65 -0.11
P -1.04 1.40 2.00
O -1.42 2.28 -1.12
N 1.21 1.91 0.82
N 0.31 2.28 1.66
C -0.72 1.38 -1.43
C -0.59 0.05 0.91
H -1.24 -0.86 0.78
H 1.76 0.10 -0.97
```